--- P ---
49
Properties=species:S:1:pos:R:3:nbo_charge:R:1 method="wB97M-V/def2-TZVPD" spin_multiplicity=6 s2=8.803 lumo_energy_ha="-0.00850 / -0.00893" e_homo_ev="-6.214 / -6.470"
Fe 1.48 0.09 0.32 1.168
S 2.04 -0.61 2.53 -0.260
C 1.62 -1.95 1.52 -0.086
N 1.25 -1.93 0.24 -0.631
C 1.00 -3.27 -0.19 0.224
C 0.58 -3.73 -1.46 -0.237
C 0.38 -5.08 -1.70 -0.218
C 0.58 -6.02 -0.70 -0.227
C 0.98 -5.61 0.56 -0.198
C 1.18 -4.25 0.79 -0.276
S 1.68 -3.52 2.25 0.434
H 0.42 -3.05 -2.25 0.199
H 0.06 -5.40 -2.68 0.211
H 0.42 -7.07 -0.89 0.212
H 1.14 -6.33 1.35 0.216
C 0.33 0.58 -3.83 -0.241
C 0.43 1.95 -3.96 -0.159
C 0.81 2.69 -2.86 -0.215
C 1.09 2.05 -1.66 0.155
N 1.00 0.70 -1.54 -0.464
C 0.62 0.02 -2.61 0.089
C 1.51 2.79 -0.45 0.254
C 1.65 4.17 -0.42 -0.234
C 2.05 4.80 0.75 -0.160
C 2.29 4.03 1.87 -0.240
C 2.13 2.66 1.77 0.083
N 1.75 2.04 0.64 -0.483
H 0.03 -0.04 -4.67 0.227
H 0.20 2.44 -4.90 0.221
H 0.89 3.76 -2.96 0.218
H 0.57 -1.01 -2.45 0.204
H 1.46 4.78 -1.30 0.215
H 2.16 5.87 0.78 0.220
H 2.60 4.48 2.80 0.228
H 2.31 2.00 2.61 0.225
O 3.12 -0.06 -0.16 -0.762
C -3.83 1.19 0.07 -0.401
N -3.50 0.69 1.38 -0.358
C -4.40 0.52 2.42 -0.084
C -3.73 0.04 3.48 -0.078
N -2.41 -0.09 3.10 -0.528
C -2.25 0.31 1.80 0.260
S -0.82 0.31 0.96 -0.285
H -4.89 1.41 0.01 0.211
H -3.57 0.44 -0.68 0.225
H -3.25 2.09 -0.13 0.222
H -5.45 0.75 2.33 0.228
H -4.08 -0.22 4.46 0.232
H -1.66 -0.42 3.67 0.444



--- Q ---
49
Properties=species:S:1:pos:R:3:nbo_charge:R:1 method="wB97M-V/def2-TZVPD" spin_multiplicity=6 s2=8.783 lumo_energy_ha="-0.00790 / -0.00809" e_homo_ev="-6.811 / -7.182"
Fe -0.41 1.21 0.58 1.409
S -0.05 0.59 3.07 -0.316
C 1.52 0.70 2.38 -0.070
N 1.76 0.95 1.12 -0.620
C 3.12 0.93 0.84 0.202
C 3.70 1.15 -0.40 -0.220
C 5.07 1.10 -0.52 -0.215
C 5.88 0.84 0.58 -0.223
C 5.32 0.62 1.83 -0.209
C 3.94 0.67 1.95 -0.250
S 2.95 0.44 3.36 0.387
H 3.07 1.37 -1.26 0.204
H 5.53 1.27 -1.49 0.212
H 6.96 0.80 0.46 0.213
H 5.95 0.42 2.69 0.218
C -0.14 2.08 -3.80 -0.243
C -1.47 2.21 -4.17 -0.153
C -2.45 2.01 -3.22 -0.218
C -2.09 1.68 -1.92 0.189
N -0.81 1.56 -1.58 -0.481
C 0.14 1.75 -2.49 0.087
C -3.10 1.45 -0.85 0.185
C -4.47 1.54 -1.07 -0.219
C -5.34 1.32 -0.02 -0.155
C -4.82 1.01 1.23 -0.243
C -3.45 0.94 1.37 0.087
N -2.62 1.15 0.36 -0.475
H 0.66 2.23 -4.51 0.228
H -1.74 2.47 -5.19 0.222
H -3.49 2.12 -3.50 0.217
H 1.16 1.65 -2.14 0.204
H -4.86 1.79 -2.05 0.216
H -6.41 1.39 -0.18 0.222
H -5.47 0.84 2.08 0.227
H -2.98 0.72 2.32 0.218
O -0.41 2.91 0.84 -0.866
C -0.34 -4.49 -0.61 -0.401
N -0.08 -3.91 0.69 -0.355
C 0.25 -4.59 1.85 -0.080
C 0.41 -3.67 2.82 -0.071
N 0.18 -2.44 2.24 -0.546
C -0.11 -2.58 0.93 0.275
S -0.45 -1.37 -0.19 -0.360
H -0.24 -5.57 -0.54 0.208
H 0.37 -4.11 -1.34 0.226
H -1.34 -4.23 -0.94 0.224
H 0.33 -5.66 1.88 0.225
H 0.66 -3.78 3.86 0.234
H 0.21 -1.50 2.68 0.450



Most stable structure, least stable structure: Q, P.



--- P ---
54
Properties=species:S:1:pos:R:3:nbo_charge:R:1 method="wB97M-V/def2-TZVPD" lumo_energy_ha=0.00141 e_homo_ev=-9.491
O 0.20 0.74 -0.22 -0.819
H 0.85 0.38 0.20 0.521
H 0.24 0.71 -1.22 0.558
H -0.88 0.30 -0.03 0.596
O -1.80 -0.77 0.69 -1.249
H -2.40 -1.62 0.66 0.481
C 2.36 4.00 0.82 -0.251
O 3.27 3.70 -0.25 -0.739
H 1.75 3.21 0.65 0.178
H 1.79 4.99 0.76 0.155
H 2.97 4.17 1.75 0.179
H 2.78 3.26 -0.91 0.474
C -3.90 0.51 2.88 -0.236
O -3.72 0.98 1.53 -0.792
H -5.02 0.52 3.08 0.167
H -3.47 1.18 3.51 0.165
H -3.58 -0.61 2.93 0.171
H -2.99 0.58 1.01 0.503
C -3.38 0.47 -1.93 -0.235
O -2.66 -0.84 -1.86 -0.809
H -4.16 0.47 -1.31 0.180
H -3.67 0.88 -2.96 0.184
H -2.64 1.27 -1.59 0.135
H -2.27 -1.03 -0.93 0.500
C 1.12 -1.80 -3.14 -0.273
O 0.73 -0.47 -2.77 -0.732
H 1.70 -2.16 -2.13 0.197
H 1.70 -2.01 -4.01 0.182
H 0.19 -2.47 -3.34 0.190
H 0.36 -0.13 -3.44 0.451
C -0.18 0.17 3.68 -0.251
O -0.56 -1.07 3.18 -0.742
H -0.33 1.04 3.07 0.168
H 0.90 0.37 3.85 0.134
H -0.66 0.24 4.69 0.174
H -0.85 -0.98 2.29 0.500
C -1.21 -4.18 -0.39 -0.250
O -0.31 -3.29 0.26 -0.766
H -0.95 -4.97 -1.01 0.185
H -2.08 -3.56 -0.95 0.138
H -1.74 -4.50 0.44 0.166
H -1.01 -2.50 0.62 0.492
C 2.28 -1.04 1.19 -0.261
O 2.30 0.38 1.27 -0.747
H 1.85 -1.57 2.08 0.207
H 3.37 -1.38 1.17 0.163
H 1.98 -1.43 0.40 0.173
H 2.68 0.67 1.99 0.480
C 3.50 1.50 -2.56 -0.259
O 2.18 2.16 -2.51 -0.741
H 4.23 2.09 -2.23 0.194
H 3.75 1.32 -3.59 0.165
H 3.60 0.52 -2.15 0.173
H 1.80 1.62 -3.19 0.472



--- Q ---
54
Properties=species:S:1:pos:R:3:nbo_charge:R:1 method="wB97M-V/def2-TZVPD" smiles=CCO.CCO.CO.CO.CO.CO.O.O.O.O lumo_energy_ha=-0.00229 e_homo_ev=-10.186
C 1.01 2.88 3.35 -0.248
O 0.48 3.77 4.33 -0.724
H 1.82 3.36 2.79 0.162
H 1.45 2.03 3.88 0.180
H 0.22 2.56 2.67 0.164
H -0.12 4.37 3.90 0.467
C -0.33 -2.79 -2.77 -0.249
O -0.82 -3.94 -2.11 -0.728
H 0.76 -2.78 -2.76 0.186
H -0.61 -2.81 -3.83 0.167
H -0.68 -1.87 -2.29 0.162
H -1.78 -3.94 -2.07 0.465
C 2.89 -1.32 0.53 -0.246
O 3.58 -1.44 -0.70 -0.721
H 2.87 -0.28 0.84 0.184
H 1.85 -1.67 0.45 0.156
H 3.36 -1.90 1.33 0.164
H 3.53 -2.35 -0.98 0.465
C -2.80 -1.38 0.34 -0.260
O -3.21 -0.19 -0.34 -0.757
H -2.24 -1.12 1.23 0.212
H -3.69 -1.95 0.62 0.182
H -2.18 -2.01 -0.31 0.169
H -3.64 -0.46 -1.16 0.481
C 1.26 1.82 -0.22 -0.640
C 0.03 0.96 -0.02 -0.061
O -0.74 0.98 -1.22 -0.777
H 1.97 1.31 -0.87 0.206
H 1.76 2.03 0.73 0.212
H 0.95 2.76 -0.68 0.237
H -0.58 1.31 0.83 0.166
H 0.32 -0.07 0.23 0.153
H -1.55 0.47 -1.02 0.495
C -0.34 -3.93 0.91 -0.620
C 0.04 -4.16 2.36 -0.065
O -0.69 -3.31 3.22 -0.732
H 0.35 -4.47 0.26 0.224
H -0.11 -2.89 0.66 0.194
H -1.39 -4.08 0.67 0.201
H 1.12 -3.96 2.44 0.159
H -0.09 -5.22 2.60 0.162
H -1.19 -3.81 3.87 0.477
O 4.01 3.91 -1.52 -0.932
H 4.42 3.34 -0.86 0.466
H 3.60 3.31 -2.15 0.468
O -0.27 5.37 -2.33 -0.966
H -0.24 4.47 -2.68 0.495
H -0.72 5.88 -3.01 0.460
O -0.28 2.67 -3.42 -0.983
H -0.55 1.99 -2.77 0.507
H 0.37 2.24 -3.98 0.472
O -4.38 2.18 0.74 -0.956
H -4.95 2.64 0.11 0.463
H -3.89 1.52 0.21 0.484



Most stable structure, least stable structure: Q, P.



--- P ---
11
Properties=species:S:1:pos:R:3:nbo_charge:R:1 method="wB97M-V/def2-TZVPD" smiles="O=[N+]([O-])O.C=CBr" lumo_energy_ha=0.01784 e_homo_ev=-9.659
C 2.51 -0.29 0.74 -0.397
C 1.61 -0.01 -0.11 -0.275
N -2.27 -0.40 -0.23 0.762
O -3.08 0.73 -0.17 -0.567
O -2.59 -1.34 0.36 -0.324
O -1.34 -0.26 -0.89 -0.373
Br 1.01 1.69 -0.52 0.044
H 2.70 -1.33 0.92 0.213
H -2.86 1.45 -0.74 0.501
H 3.01 0.51 1.39 0.209
H 1.31 -0.75 -0.74 0.207



--- Q ---
11
Properties=species:S:1:pos:R:3:nbo_charge:R:1 method="wB97M-V/def2-TZVPD" lumo_energy_ha="-0.00263 / -0.00263" e_homo_ev="-9.331 / -9.332"
C 1.30 0.41 0.40 -0.715
C 0.23 -0.57 0.05 0.376
N -1.38 0.61 -0.67 0.484
O -1.19 1.52 -1.41 -0.347
O -2.37 0.11 -0.20 -0.414
O -0.47 -1.12 1.02 -0.692
Br 0.61 -1.71 -1.48 0.036
H 2.04 -0.07 1.04 0.247
H 1.79 0.78 -0.49 0.252
H 0.87 1.24 0.96 0.249
H -1.43 -1.20 0.77 0.525



Most stable structure, least stable structure: Q, P.